No. 1
The following is a DFT calculation (ωB97M-V/def2-TZVPD) of C21H39BrN8NbO3S as an isolated structure.

Computed properties:
spin multiplicity = 1
HOMO energy = -4.6837 eV
LUMO level = 0.067 hartree
charge = -1

Each line ends with the Löwdin charge.
Positions of all 74 atoms, in Å:
C  0.08  0.00  -0.81  -0.09
C  1.02  0.86  0.09  -0.39
C  2.54  0.82  -0.39  -0.09
C  0.53  2.33  0.36  -0.16
C  -0.37  2.95  -0.78  -0.33
C  0.03  4.48  -0.89  -0.08
C  -1.86  2.76  -0.31  -0.33
O  -2.81  3.22  -1.27  -0.48
Nb  -4.71  2.45  -1.02  1.08
S  -3.89  0.28  -2.00  0.22
Br  -5.51  3.31  -3.41  -0.25
O  -4.36  1.82  0.93  -0.47
N  -4.33  2.82  1.84  -0.18
O  -3.55  2.48  2.70  -0.06
H  0.57  -1.00  -1.02  0.03
H  -0.88  -0.13  -0.24  0.08
H  -0.14  0.45  -1.81  0.07
H  1.04  0.35  1.09  0.12
H  2.81  -0.25  -0.43  0.03
H  3.12  1.34  0.42  0.06
H  2.70  1.38  -1.34  0.08
H  1.41  2.99  0.59  0.07
H  -0.10  2.29  1.28  0.12
H  -0.18  2.53  -1.79  0.13
H  -0.55  5.02  -1.66  0.07
H  1.10  4.46  -1.25  0.07
H  0.06  4.98  0.11  0.06
H  -2.00  3.33  0.64  0.11
H  -2.01  1.66  -0.21  0.07
H  -6.35  1.64  -0.90  -0.14
H  -5.39  3.99  -0.34  -0.12
H  -2.73  0.63  -2.70  -0.22
C  2.11  6.19  2.96  -0.06
C  2.69  5.47  1.80  -0.27
N  3.14  4.91  0.91  0.14
H  1.09  6.49  2.73  0.08
H  2.10  5.54  3.83  0.08
H  2.70  7.07  3.18  0.08
C  -1.93  -4.04  -0.20  -0.06
C  -0.71  -3.50  -0.82  -0.24
N  0.24  -3.07  -1.29  0.14
H  -2.78  -3.92  -0.87  0.08
H  -1.79  -5.10  0.02  0.05
H  -2.14  -3.51  0.73  0.09
C  6.10  -1.75  -0.27  -0.06
C  4.91  -1.68  0.60  -0.26
N  3.99  -1.61  1.28  0.15
H  5.85  -1.40  -1.27  0.08
H  6.90  -1.13  0.14  0.08
H  6.45  -2.78  -0.34  0.08
C  -6.43  -2.40  1.04  -0.06
C  -5.62  -1.58  0.11  -0.21
N  -5.00  -0.94  -0.61  -0.14
H  -6.04  -3.42  1.07  0.07
H  -6.39  -1.97  2.04  0.08
H  -7.46  -2.43  0.70  0.08
C  2.07  -6.18  0.20  -0.06
C  0.89  -6.12  1.08  -0.27
N  -0.03  -6.06  1.77  0.13
H  1.82  -5.81  -0.79  0.07
H  2.87  -5.57  0.62  0.08
H  2.41  -7.21  0.12  0.08
C  -0.38  -3.98  -4.69  -0.06
C  0.20  -5.34  -4.81  -0.28
N  0.64  -6.39  -4.91  0.10
H  0.28  -3.25  -5.16  0.08
H  -1.36  -3.95  -5.17  0.08
H  -0.50  -3.73  -3.63  0.04
C  3.55  1.17  3.53  -0.07
C  4.81  1.61  4.15  -0.28
N  5.80  1.95  4.63  0.11
H  3.03  2.03  3.08  0.07
H  3.75  0.44  2.75  0.04
H  2.90  0.72  4.28  0.08

***

No. 2
The following is a DFT calculation (ωB97M-V/def2-TZVPD) of an isolated ion of composition C5H10N3S and charge +1.

Computed properties:
spin multiplicity = 1
energy relative to the best compared isomer or geometry (same formula, charge and spin) = 104.4 kcal/mol
HOMO energy (alpha / beta) = -13.9632 / -13.5485 eV
structure (SMILES) = CC[C@](C)([S-])N=[N+]=C=[NH2+]
LUMO level (alpha / beta) = -0.236 / -0.231 hartree
charge = +1

Each line ends with the Löwdin charge.
Positions of all 19 atoms, in Å:
C  -2.37  0.71  0.69  -0.09
C  -1.28  -0.30  0.99  -0.24
C  -0.22  -0.43  -0.17  -0.90
C  -0.94  -0.76  -1.49  -0.06
S  0.88  -1.77  0.30  0.89
N  0.41  0.82  -0.32  0.12
N  1.61  0.97  -0.12  0.11
C  2.69  0.48  0.09  -0.11
N  3.97  0.43  0.15  0.22
H  -3.04  0.36  -0.09  0.08
H  -1.96  1.67  0.41  0.08
H  -2.96  0.84  1.59  0.09
H  -1.70  -1.29  1.16  0.11
H  -0.73  0.00  1.89  0.11
H  -0.22  -1.00  -2.26  0.08
H  -1.52  0.11  -1.80  0.09
H  -1.60  -1.61  -1.34  0.10
H  4.42  -0.07  0.91  0.15
H  4.56  0.81  -0.58  0.16

***

No. 3
The following is a DFT calculation (ωB97M-V/def2-TZVPD) of C28H36IrP2Si as an isolated structure.

Computed properties:
spin multiplicity = 5
energy relative to the best compared isomer or geometry (same formula, charge and spin) = 0.0 kcal/mol
HOMO energy (alpha / beta) = -8.0959 / -11.4248 eV
LUMO level (alpha / beta) = -0.080 / -0.156 hartree
charge = +1

Each line ends with the Mulliken spin population.
Positions of all 68 atoms, in Å:
C  1.16  0.40  2.47  0.17
C  0.64  -0.92  2.21  0.25
C  1.63  -1.64  1.44  0.00
H  -0.27  -1.35  2.62  0.04
C  2.79  -0.77  1.33  0.33
C  2.49  0.46  1.96  0.21
H  3.18  1.29  2.09  0.01
H  0.64  1.16  3.05  0.01
H  1.58  -2.70  1.19  0.01
H  3.75  -1.06  0.90  0.00
Ir  0.53  -0.14  0.08  1.27
C  -1.51  -1.13  -1.70  0.26
H  -0.72  -1.89  -1.72  -0.01
H  -1.26  -0.31  -2.39  0.01
H  -2.41  -1.62  -2.12  -0.02
Si  -2.10  -0.59  0.14  0.16
C  -3.47  0.63  0.61  -0.04
C  -3.62  1.00  1.97  0.05
H  -3.00  0.52  2.74  0.00
C  -4.54  1.99  2.35  0.01
H  -4.63  2.28  3.40  0.00
C  -5.34  2.61  1.38  0.00
H  -6.04  3.40  1.67  0.00
C  -5.20  2.25  0.03  0.00
H  -5.80  2.75  -0.73  0.00
C  -4.28  1.26  -0.35  -0.01
H  -4.18  0.99  -1.41  0.01
C  -2.22  -2.27  0.94  0.04
C  -3.21  -2.52  1.89  0.00
H  -3.97  -1.76  2.11  0.00
C  -3.22  -3.75  2.56  0.00
H  -4.00  -3.97  3.30  0.00
C  -2.25  -4.72  2.29  0.01
H  -2.26  -5.69  2.80  0.00
C  -1.26  -4.47  1.33  0.01
H  -0.50  -5.22  1.09  0.00
C  -1.25  -3.24  0.66  0.00
H  -0.46  -3.07  -0.08  -0.03
H  -0.63  0.84  -0.59  0.53
H  -1.25  -0.03  1.23  0.18
C  0.93  3.26  0.73  0.03
P  0.98  2.01  -0.56  0.24
C  0.15  2.76  -1.98  0.04
C  2.74  1.81  -1.09  0.00
C  3.68  2.83  -0.95  -0.02
C  5.01  2.60  -1.31  0.00
C  5.40  1.35  -1.79  0.00
C  4.46  0.32  -1.92  -0.01
C  3.13  0.56  -1.60  0.03
P  1.82  -0.75  -1.68  0.15
C  2.61  -2.37  -1.56  0.04
C  1.16  -0.60  -3.36  0.01
H  -0.12  3.44  0.99  -0.01
H  1.37  4.19  0.34  0.00
H  1.47  2.95  1.63  0.00
H  0.20  3.85  -1.84  0.01
H  0.64  2.49  -2.92  0.00
H  -0.91  2.46  -2.01  -0.02
H  3.38  3.81  -0.57  0.00
H  5.74  3.40  -1.21  0.00
H  6.45  1.16  -2.05  0.00
H  4.77  -0.67  -2.27  0.00
H  3.01  -2.56  -0.57  0.00
H  1.85  -3.13  -1.79  0.00
H  3.41  -2.43  -2.30  0.00
H  0.73  0.39  -3.53  0.00
H  1.99  -0.75  -4.06  0.01
H  0.39  -1.37  -3.53  0.01

***

No. 4
The following is a DFT calculation (ωB97M-V/def2-TZVPD) of a 2-piece molecular cluster, C3H12NS overall.

Computed properties:
spin multiplicity = 2
energy relative to the best compared isomer or geometry (same formula, charge and spin) = 23.0 kcal/mol
HOMO energy (alpha / beta) = -3.3796 / -9.2500 eV
LUMO level (alpha / beta) = 0.029 / 0.027 hartree

Each line ends with the Mulliken spin population.
Positions of all 17 atoms, in Å:
C  -2.43  1.11  0.23  0.56
N  -1.35  1.50  -0.70  1.77
H  -2.92  0.31  -0.36  -0.17
H  -1.92  0.89  1.25  -0.03
H  -3.20  1.87  0.34  -0.22
H  -1.67  1.35  -1.65  -0.56
H  -0.51  0.91  -0.39  -0.05
H  -1.10  2.53  -0.43  -0.42
C  2.36  -0.29  1.21  0.10
S  0.68  -0.84  0.71  0.01
C  0.88  -1.90  -0.83  0.19
H  2.29  0.77  1.36  -0.05
H  3.20  -0.60  0.46  0.00
H  2.75  -0.91  2.04  -0.01
H  0.11  -2.64  -0.86  -0.03
H  1.08  -1.41  -1.71  -0.09
H  1.73  -2.64  -0.66  -0.01

***

No. 5
The following is a DFT calculation (ωB97M-V/def2-TZVPD) of a single CH9N4P molecule.

Computed properties:
spin multiplicity = 3
HOMO energy (alpha / beta) = -3.2849 / -8.3651 eV
LUMO level (alpha / beta) = 0.047 / -0.066 hartree

Each line ends with the Mulliken spin population.
Positions of all 15 atoms, in Å:
C  -1.10  -1.19  -0.01  0.05
N  1.90  -1.17  -0.64  0.47
N  -0.50  1.45  1.37  0.11
N  1.32  0.06  -0.46  0.82
N  -0.92  1.47  0.05  0.10
P  -0.48  0.23  -0.99  0.80
H  -0.87  -2.17  -0.43  -0.04
H  -2.11  -1.19  -0.12  0.02
H  -0.96  -1.06  1.07  0.01
H  1.25  -1.76  -0.16  -0.04
H  2.12  -1.56  -1.59  -0.01
H  -0.88  2.30  1.81  -0.03
H  0.51  1.52  1.33  -0.02
H  1.94  0.74  -0.89  -0.22
H  -1.23  2.34  -0.36  -0.02

***

Repeat the second record exactly.
The following is a DFT calculation (ωB97M-V/def2-TZVPD) of an isolated ion of composition C5H10N3S and charge +1.

Computed properties:
spin multiplicity = 1
energy relative to the best compared isomer or geometry (same formula, charge and spin) = 104.4 kcal/mol
HOMO energy (alpha / beta) = -13.9632 / -13.5485 eV
structure (SMILES) = CC[C@](C)([S-])N=[N+]=C=[NH2+]
LUMO level (alpha / beta) = -0.236 / -0.231 hartree
charge = +1

Each line ends with the Löwdin charge.
Positions of all 19 atoms, in Å:
C  -2.37  0.71  0.69  -0.09
C  -1.28  -0.30  0.99  -0.24
C  -0.22  -0.43  -0.17  -0.90
C  -0.94  -0.76  -1.49  -0.06
S  0.88  -1.77  0.30  0.89
N  0.41  0.82  -0.32  0.12
N  1.61  0.97  -0.12  0.11
C  2.69  0.48  0.09  -0.11
N  3.97  0.43  0.15  0.22
H  -3.04  0.36  -0.09  0.08
H  -1.96  1.67  0.41  0.08
H  -2.96  0.84  1.59  0.09
H  -1.70  -1.29  1.16  0.11
H  -0.73  0.00  1.89  0.11
H  -0.22  -1.00  -2.26  0.08
H  -1.52  0.11  -1.80  0.09
H  -1.60  -1.61  -1.34  0.10
H  4.42  -0.07  0.91  0.15
H  4.56  0.81  -0.58  0.16

***

Look up the spin multiplicity of the first one. 1